No. 1
ORCA calculation (ωB97M-V/def2-TZVPD) on a molecular structure, C16H35ClKN2O2Si4.

The geometry in XYZ format:
```
61
Properties=species:S:1:pos:R:3
K 2.1937 -1.3740 -0.9995
Cl -4.5133 -4.2971 -2.3103
C -2.7760 -4.1068 -2.2098
C -2.0198 -5.0440 -1.4817
C -0.6662 -4.9123 -1.3808
C 0.0569 -3.8180 -1.9784
O 1.3050 -3.6984 -1.8179
C -0.7542 -2.8988 -2.7384
C -0.2075 -1.7502 -3.4134
O 0.9538 -1.3544 -3.4095
C -2.1517 -3.0651 -2.8263
H -2.5280 -5.8693 -0.9981
H -0.0835 -5.6268 -0.8125
H -0.9534 -1.1588 -3.9836
H -2.7296 -2.3384 -3.3868
C -0.1080 2.7796 3.8682
Si 0.8846 1.3458 3.1183
C 0.3867 -0.1925 4.1098
C 2.6829 1.7068 3.6069
Si 0.7259 0.9395 0.8282
Si 0.5200 3.1139 0.0285
C 1.9433 4.2151 0.6308
C -1.0568 4.0867 0.4395
C 0.6225 3.1364 -1.8639
Si -1.4897 0.2296 0.6636
C -2.1865 0.5320 -1.0731
C -2.7696 0.9876 1.8436
C -1.6145 -1.6433 0.9221
H 0.0311 2.8293 4.9528
H -1.1753 2.6761 3.6643
H 0.2191 3.7338 3.4479
H 0.5591 -0.0583 5.1818
H 0.9662 -1.0574 3.7765
H -0.6697 -0.4298 3.9640
H 2.7842 1.8841 4.6821
H 3.0573 2.5877 3.0797
H 3.3254 0.8654 3.3360
H 1.8965 4.3591 1.7127
H 1.9018 5.2007 0.1571
H 2.9118 3.7653 0.3991
H -1.1928 4.1628 1.5207
H -1.9465 3.6031 0.0304
H -1.0114 5.1007 0.0288
H 1.5793 2.7273 -2.1984
H 0.5309 4.1543 -2.2562
H -0.1669 2.5264 -2.3094
H -2.3094 1.5954 -1.2894
H -3.1606 0.0433 -1.1767
H -1.5215 0.1162 -1.8346
H -2.8098 2.0738 1.7427
H -2.5355 0.7607 2.8866
H -3.7662 0.5870 1.6303
H -1.0633 -2.1806 0.1437
H -2.6543 -1.9818 0.8729
H -1.1997 -1.9443 1.8871
N 4.6303 -3.2495 -3.7478
N 3.6369 -2.3237 -3.2811
H 4.1907 -3.9985 -4.2730
H 5.0483 -3.6745 -2.9307
H 2.7226 -2.7643 -3.1796
H 3.5247 -1.6148 -3.9952
```

As for the total charge: -1. The calculated total energy is -84597.9334 eV. As for the HOMO energy: -3.87 eV. The strongest force on any atom is 0.2 eV Å⁻¹. The calculation puts the energy above the lowest of the compared OMol25 structures with the same formula, charge and spin at 0.00 kJ/mol.

=====

No. 2
ORCA calculation (ωB97M-V/def2-TZVPD) on a molecular structure, C30H75F2KNO24P5S2.

The geometry in XYZ format:
```
140
Properties=species:S:1:pos:R:3
K 1.0862 -0.5888 -4.0243
N 2.1144 -0.4739 -1.4379
S 1.3099 0.2593 -0.3317
O 1.8586 0.2767 1.0048
O -0.1109 0.0417 -0.4892
F 1.5047 1.7417 -0.8830
S 2.2320 -1.9556 -0.5655
O 1.0712 -2.5504 0.0408
O 3.4687 -2.0363 0.1566
F 2.5278 -2.8823 -1.8535
C 5.6752 -9.5889 3.3711
C 4.6043 -9.0895 2.4000
O 3.8975 -7.9817 2.9804
P 4.1764 -6.5624 2.3406
O 5.5682 -6.2156 2.0468
O 3.2312 -6.5698 1.0279
C 3.4050 -5.5817 0.0077
C 3.0300 -6.2563 -1.3018
O 3.3806 -5.6142 3.3645
C 3.6567 -4.2116 3.3589
C 2.5206 -3.5229 4.1165
H 5.2025 -10.2776 4.0695
H 6.4652 -10.1449 2.8590
H 6.2289 -8.8016 3.8805
H 5.0256 -8.9134 1.4119
H 3.8698 -9.8904 2.3285
H 2.6501 -4.8097 0.1715
H 4.4356 -5.2300 -0.0223
H 3.6957 -7.1052 -1.4684
H 2.0100 -6.6353 -1.2602
H 3.1179 -5.5387 -2.1188
H 4.6580 -4.0395 3.7556
H 3.6244 -3.7625 2.3603
H 2.4984 -3.7910 5.1740
H 2.6390 -2.4464 4.0115
H 1.5990 -3.9166 3.6887
C 0.8116 4.8179 -2.6383
C -0.5758 4.2473 -2.9807
O -0.3818 2.9871 -3.6060
P -1.5532 2.2200 -4.3830
O -1.1742 0.8536 -4.7774
O -2.8182 2.4258 -3.4693
C -3.3751 1.3677 -2.6624
C -3.2775 1.7646 -1.2231
O -1.9285 3.1227 -5.6656
C -0.8927 3.5726 -6.5811
C -0.4488 2.4720 -7.5226
H 1.3834 4.8537 -3.5602
H 0.7257 5.7924 -2.1561
H 1.2255 4.2028 -1.8384
H -1.2222 4.0775 -2.1139
H -1.1167 4.9817 -3.5900
H -4.3722 1.1649 -3.0575
H -2.8312 0.4303 -2.8233
H -4.0064 2.5449 -0.9737
H -3.6164 0.9695 -0.5577
H -2.2899 2.1609 -0.9999
H -1.1853 4.4462 -7.1585
H -0.1192 3.8773 -5.8698
H -1.2629 2.1926 -8.1922
H 0.3514 2.9004 -8.1310
H -0.1105 1.5634 -7.0312
C -0.2368 9.5899 3.6894
C 0.5082 9.1011 2.4383
O 0.9220 7.7572 2.6236
P 2.1234 7.1773 1.7674
O 2.1685 7.4393 0.3213
O 3.4180 7.7493 2.5295
C 3.5544 7.7550 3.9565
C 4.3941 6.5642 4.4268
O 2.0451 5.6156 2.0893
C 3.0535 4.7668 1.5891
C 2.5911 3.3116 1.6338
H -0.9160 8.7691 3.9354
H 0.4583 9.8262 4.4865
H -0.9109 10.3782 3.3579
H -0.1464 9.2138 1.5728
H 1.3197 9.8132 2.2579
H 4.0697 8.6682 4.2461
H 2.5472 7.7290 4.3716
H 3.8045 5.6606 4.5756
H 5.1887 6.3499 3.7115
H 4.9070 6.7973 5.3614
H 3.3917 5.0507 0.5883
H 3.9949 4.7987 2.1501
H 3.1779 2.5698 1.1041
H 2.4588 3.0463 2.6850
H 1.5755 3.2388 1.2359
C -6.5098 3.8037 3.0210
C -5.5730 3.0612 2.1115
O -4.4519 2.5823 2.8715
P -4.2495 1.0095 3.1040
O -5.5037 0.2518 3.0319
O -3.5622 0.9305 4.5429
C -2.4237 1.7505 4.8188
C -2.7343 2.6192 6.0440
O -3.1585 0.7064 1.9954
C -2.5950 -0.6450 1.8955
C -1.4714 -0.8342 2.8996
H -7.3965 4.1488 2.4860
H -6.8511 3.0923 3.7766
H -6.0406 4.6630 3.4956
H -6.0519 2.2983 1.4979
H -5.1083 3.7396 1.3862
H -1.5738 1.1261 5.0912
H -2.1495 2.4167 4.0015
H -3.7927 2.8841 6.0476
H -2.4444 2.1321 6.9724
H -2.2444 3.5949 5.9991
H -3.4344 -1.3162 2.0854
H -2.2077 -0.6419 0.8776
H -0.8432 -1.6764 2.6089
H -0.8651 0.0670 2.9351
H -1.9730 -1.0938 3.8323
C -1.8069 -2.7476 -1.5766
C -1.1566 -4.1189 -1.8954
O -1.6959 -4.5742 -3.1474
P -1.1146 -4.0630 -4.5467
O -0.4692 -2.7495 -4.5587
O -0.1348 -5.2522 -4.9528
C -0.5328 -6.6356 -4.9375
C 0.2413 -7.3248 -3.8137
O -2.3974 -4.2872 -5.4903
C -3.6070 -3.5883 -5.1256
C -4.7564 -4.0447 -6.0067
H -1.6714 -2.0234 -2.3801
H -2.8875 -2.8553 -1.4468
H -1.4428 -2.3250 -0.6421
H -0.0744 -4.0279 -1.9375
H -1.5280 -4.7787 -1.1170
H -1.5788 -6.7094 -4.6350
H -0.3822 -7.0157 -5.9425
H 1.3157 -7.1467 -3.8616
H -0.0999 -7.0831 -2.8094
H 0.1349 -8.4106 -3.9071
H -3.8537 -3.8197 -4.0889
H -3.3910 -2.5210 -5.1922
H -5.7074 -4.1471 -5.4824
H -4.9981 -3.4502 -6.8874
H -4.5251 -5.0522 -6.3617
```

As for the total charge: 0. The calculated total energy is -172846.0941 eV. As for the HOMO energy: -10.01 eV. The strongest force on any atom is 4.5 eV Å⁻¹. The calculation puts the energy above the lowest of the compared OMol25 structures with the same formula, charge and spin at 304.59 kJ/mol.

=====

No. 3
ORCA calculation (ωB97M-V/def2-TZVPD) on a gas-phase ion, C4H2NOS2 (charge -1).

The geometry in XYZ format:
```
10
Properties=species:S:1:pos:R:3
C 0.0801 -0.7812 -0.9433
C -1.0962 -0.6469 -0.1234
C 1.2585 -0.0742 -0.9958
C -1.4111 0.8761 1.8038
N -1.1769 0.3000 0.8414
O 3.5899 1.0294 -1.0357
S -1.9936 1.8398 2.9015
S 2.7541 -0.0571 -0.5006
H 0.1415 -1.6565 -1.5661
H -2.1463 -0.8295 -0.3819
```

As for the total charge: -1. The calculated total energy is -29386.5796 eV. As for the HOMO energy: -3.16 eV. The strongest force on any atom is 2.2 eV Å⁻¹. The calculation puts the energy above the lowest of the compared OMol25 structures with the same formula, charge and spin at 328.05 kJ/mol.

=====

No. 4
ORCA calculation (ωB97M-V/def2-TZVPD) on 2 unconnected molecules or ions with the total composition CH7IN5.

The geometry in XYZ format:
```
14
Properties=species:S:1:pos:R:3
C -0.4719 -0.4064 -0.4694
N -0.3259 2.3068 -0.1535
N 0.8056 1.8252 0.0635
N 0.7610 -0.8547 -0.4530
N -1.5041 -1.0341 0.1422
N 1.0965 -1.9060 0.4143
I -3.5748 -0.4755 0.1082
H -0.7135 0.4380 -1.1049
H -0.4032 3.3457 0.0249
H 1.3302 -0.3994 -1.0896
H -1.2902 -1.9423 0.5032
H 2.1452 -1.7845 0.5297
H 0.5821 -1.6226 1.2334
H 1.5631 2.5098 0.2510
```

As for the total charge: +1. The calculated total energy is -16691.3186 eV. As for the HOMO energy: -13.20 eV. The strongest force on any atom is 3.7 eV Å⁻¹. The calculation puts the energy above the lowest of the compared OMol25 structures with the same formula, charge and spin at 0.00 kJ/mol.

=====

No. 5
ORCA calculation (ωB97M-V/def2-TZVPD) on a molecular structure, C2H2F12K5N3O19S8.

The geometry in XYZ format:
```
51
Properties=species:S:1:pos:R:3
K -3.6656 -1.8192 -1.1237
K -2.7730 -2.9463 2.0238
K 2.3088 -3.8161 2.7991
K -0.9594 1.7809 -3.3471
K 3.3117 -0.6096 -2.1713
N 3.5576 -5.0060 0.7407
S 2.4829 -5.5896 -0.4911
O 2.9616 -6.7836 -1.1592
O 1.7219 -4.6436 -1.2765
F 1.3768 -6.1191 0.5547
S 4.1794 -4.0020 -0.2337
O 3.4467 -2.7921 -0.4780
O 5.0660 -4.4484 -1.3077
F 5.2344 -3.4815 0.8504
N -1.5179 -1.1084 0.4738
S -1.0660 0.2536 0.7133
O -0.9324 1.1949 -0.4193
O -0.3787 0.6823 1.9360
F -2.6346 0.5459 1.0895
S -0.0408 -1.6227 -0.1434
O 0.8458 -2.1395 0.9059
O 0.5589 -0.9351 -1.3453
F -0.6621 -2.9442 -0.8439
N -3.5396 4.3536 3.3418
S -3.3962 5.7495 3.8327
O -2.6735 6.6285 2.9681
O -3.2884 5.9380 5.2902
F -4.9105 6.1473 3.3924
S -1.9219 3.9726 3.8045
O -1.6540 3.3931 5.1238
O -0.8816 4.7489 3.1748
F -1.8511 2.6357 2.8928
C -3.2796 -1.3466 -5.2256
F -4.2370 -1.4747 -4.4049
F -3.3576 -2.2663 -6.1794
F -3.3670 -0.1217 -5.6038
S -1.7164 -1.6803 -4.0679
O -0.5324 -1.3624 -4.9113
O -1.8757 -0.7702 -2.9276
O -1.8531 -3.1396 -3.8012
C 2.0941 3.0477 0.0497
F 1.0415 3.7224 -0.1306
F 3.0196 3.7139 0.7445
F 1.7254 1.8652 0.6377
S 2.6916 2.7038 -1.8134
O 2.8958 3.9348 -2.5277
O 3.9556 1.8890 -1.5902
O 1.5215 1.8927 -2.2388
O 1.3366 0.8771 4.2356
H 0.6474 0.5757 4.8277
H 0.9848 0.7218 3.3591
```

As for the total charge: 0. The calculated total energy is -246393.3853 eV. As for the HOMO energy: -8.07 eV. The strongest force on any atom is 15.9 eV Å⁻¹.

=====

No. 6
ORCA calculation (ωB97M-V/def2-TZVPD) on 2 unconnected molecules or ions with the total composition C8H8N4O4.

The geometry in XYZ format:
```
24
Properties=species:S:1:pos:R:3
C -2.8506 -1.2715 -0.3355
C -3.1313 1.0708 -1.0488
C -3.0020 -0.1623 -1.3836
C -2.8047 0.6136 1.4198
C 2.9819 1.3589 -0.2004
C 3.2826 -1.0801 -0.9696
C 3.0678 0.2579 -1.2834
C 2.8360 -0.7413 1.2979
H -2.9253 -1.5417 1.5914
H -3.3263 -0.2074 -2.5906
H -3.4000 1.7552 -1.8693
H -2.4759 2.5166 0.3898
H 2.5563 1.2188 1.8664
H 3.0142 0.6451 -2.2989
H 3.2546 -1.6158 -1.8741
H 3.0675 -2.5658 0.3863
N -2.9532 -0.7469 0.9940
N -2.6549 1.5756 0.2865
N 2.8581 0.6915 1.0733
N 3.0895 -1.5651 0.2614
O -2.8270 -2.5228 -0.4419
O -2.9130 1.0225 2.6091
O 2.5985 2.5949 -0.2185
O 2.6571 -1.3009 2.3390
```

As for the total charge: 0. The calculated total energy is -22574.6064 eV. As for the HOMO energy: -9.51 eV. The strongest force on any atom is 6.7 eV Å⁻¹. The calculation puts the energy above the lowest of the compared OMol25 structures with the same formula, charge and spin at 417.17 kJ/mol.

=====

No. 7
ORCA calculation (ωB97M-V/def2-TZVPD) on a molecular structure, C4H6BrN3O.

The geometry in XYZ format:
```
15
Properties=species:S:1:pos:R:3
C 2.9156 -0.7370 0.4741
C -2.0314 -0.5750 -0.0249
C -1.8294 1.5694 1.2747
C -1.5614 0.8300 0.2574
N 3.2231 -0.7520 1.5895
N 1.0191 -0.6964 -0.7745
N 2.2367 -0.7093 -0.6971
O 3.3537 -0.5120 -1.7298
Br -0.3164 1.4694 -1.0368
H -1.1898 -1.2321 -0.1244
H -2.6026 -0.5450 -0.8716
H -2.5195 -0.9837 0.9338
H -2.4414 1.1386 1.9914
H -1.3004 2.6199 1.4098
H 3.0441 -0.8849 -2.6717
```

As for the total charge: 0. The calculated total energy is -80799.0383 eV. As for the HOMO energy: -9.52 eV. The strongest force on any atom is 4.4 eV Å⁻¹. The calculation puts the energy above the lowest of the compared OMol25 structures with the same formula, charge and spin at 488.80 kJ/mol.

=====

No. 8
ORCA calculation (ωB97M-V/def2-TZVPD) on a molecular structure, C50H50F3N7P2SbSe2Y.

The geometry in XYZ format:
```
116
Properties=species:S:1:pos:R:3
Y 0.2266 -1.6137 -1.4813
N -1.8591 -3.0214 -2.1881
C -1.4305 -4.4393 -2.0975
C -0.3782 -4.7100 -3.1320
N 0.7952 -3.8175 -2.9283
C 1.8688 -4.5956 -2.2602
C 2.8151 -3.7425 -1.4620
N 2.0564 -2.9971 -0.4228
C 1.2661 -3.2668 -4.2276
C 0.2365 -2.3590 -4.8751
N -0.0870 -1.1776 -4.0279
H -2.6244 -2.9074 -1.5220
H -2.2706 -2.8522 -3.1011
H -2.2735 -5.1217 -2.2041
H -1.0208 -4.6012 -1.0979
H -0.7913 -4.5600 -4.1261
H -0.0731 -5.7565 -3.0912
H 2.4259 -5.1883 -2.9929
H 1.3833 -5.3030 -1.5844
H 3.3310 -3.0158 -2.0826
H 3.5773 -4.3806 -1.0156
H 2.6836 -2.3333 0.0245
H 1.7598 -3.6414 0.3048
H 1.5153 -4.0772 -4.9214
H 2.1843 -2.7070 -4.0550
H -0.6903 -2.8906 -5.0691
H 0.6201 -2.0522 -5.8473
H -0.9155 -0.7223 -4.3990
H 0.6660 -0.4997 -4.1289
Se 2.6700 4.7794 -0.4034
P 1.2724 4.0596 0.9917
C -0.3520 4.8295 0.9456
C -1.3778 4.3492 1.7692
C -2.6059 4.9884 1.7829
C -2.8177 6.1043 0.9786
C -1.8026 6.5799 0.1615
C -0.5631 5.9452 0.1447
C 1.8074 4.1034 2.7056
C 2.8459 3.2616 3.0994
C 3.3550 3.3437 4.3843
C 2.8361 4.2766 5.2788
C 1.8097 5.1216 4.8863
C 1.2915 5.0381 3.5981
C 0.9245 2.3134 0.6627
C 1.3109 1.4710 -0.3509
N 0.6398 0.2937 -0.1420
N -0.0852 0.4333 0.9796
N 0.0774 1.6226 1.4744
P 2.5494 1.5761 -1.6345
Se 2.6660 -0.4355 -2.5394
C 4.1545 1.8119 -0.8715
C 5.1707 2.6028 -1.3945
C 6.4120 2.6224 -0.7753
C 6.6384 1.8655 0.3657
C 5.6180 1.0850 0.8955
C 4.3793 1.0498 0.2746
C 1.9922 2.6658 -2.9333
C 0.6234 2.9246 -2.9815
C 0.1074 3.7210 -3.9941
C 0.9552 4.2530 -4.9591
C 2.3161 3.9746 -4.9199
C 2.8378 3.1779 -3.9121
H -1.2103 3.4860 2.4009
H -3.3977 4.6244 2.4259
H -3.7769 6.6076 0.9995
H -1.9680 7.4522 -0.4581
H 0.2402 6.3106 -0.4828
H 3.2677 2.5541 2.3934
H 4.1636 2.6909 4.6904
H 3.2402 4.3470 6.2815
H 1.4111 5.8507 5.5803
H 0.4919 5.7026 3.2970
H 4.9994 3.2456 -2.2431
H 7.1984 3.2497 -1.1763
H 7.6076 1.8911 0.8481
H 5.7848 0.5114 1.8002
H 3.5831 0.4477 0.6977
H -0.0344 2.5574 -2.2035
H -0.9522 3.9472 -4.0153
H 0.5562 4.8883 -5.7403
H 2.9774 4.3840 -5.6743
H 3.8938 2.9533 -3.9160
F -1.7793 -4.5217 7.0479
C -1.7389 -4.0057 5.8179
C -0.5117 -3.7532 5.2460
C -0.4840 -3.2151 3.9656
C -1.6689 -2.9555 3.2767
C -2.8978 -3.2181 3.8883
C -2.9340 -3.7438 5.1708
Sb -1.6255 -2.2360 1.2893
C -3.1624 -3.6332 0.6842
C -4.4259 -3.2350 0.2372
C -5.4169 -4.1722 -0.0581
C -5.1286 -5.5098 0.1133
F -6.0717 -6.4156 -0.1589
C -3.8992 -5.9488 0.5740
C -2.9249 -5.0023 0.8525
C -2.9212 -0.5637 1.2694
C -3.3901 0.0462 2.4283
C -4.1847 1.1897 2.3536
C -4.4902 1.7077 1.1139
F -5.2637 2.7964 1.0370
C -4.0348 1.1412 -0.0622
C -3.2446 0.0074 0.0343
H 0.3941 -3.9688 5.7982
H 0.4791 -2.9966 3.5175
H -3.8330 -3.0297 3.3751
H -3.8703 -3.9580 5.6701
H -4.6650 -2.1841 0.1363
H -6.4043 -3.8755 -0.3915
H -3.7316 -7.0092 0.7236
H -1.9726 -5.3511 1.2460
H -3.1464 -0.3554 3.4053
H -4.5694 1.6716 3.2442
H -4.3088 1.5839 -1.0119
H -2.9018 -0.4469 -0.8952
```

As for the total charge: +2. The calculated total energy is -228087.2289 eV. As for the HOMO energy: -11.88 eV. The strongest force on any atom is 0.9 eV Å⁻¹. The calculation puts the energy above the lowest of the compared OMol25 structures with the same formula, charge and spin at 53.31 kJ/mol.

=====

no.,LUMO energy (Eh)
1,0.0772
2,-0.0076
3,0.1215
4,-0.1837
5,-0.1330
6,0.0032
7,-0.0189
8,-0.1881